(1)
This record from the OMol25 dataset describes a cluster of 2 separate species, C4H12 in total. The level of theory is the ωB97M-V functional and the def2-TZVPD basis.

ORCA input file:
```
! RIJCOSX wB97M-V def2-TZVPD def2/J DEFGRID3
* xyz 0 1
C 0.960 1.583 0.792
C 2.475 0.880 0.711
H 0.177 0.871 0.841
H 0.901 2.383 1.581
H 0.862 2.270 -0.013
H 3.267 1.550 0.781
H 2.499 0.350 -0.224
H 2.637 0.135 1.541
C -2.072 -0.698 -0.366
C -1.426 -1.780 -1.181
H -2.962 -1.087 0.110
H -1.452 -0.499 0.547
H -2.387 0.203 -0.834
H -1.848 -2.763 -1.177
H -0.393 -1.896 -0.815
H -1.238 -1.503 -2.293
*
```

As for the HOMO-LUMO gap: 12.610 eV. For the total energy, the calculation gives -159.55046 Ha. The max |F| comes out at 4.016 eV/Å. As for the HOMO energy: -0.42162 hartree. The SMILES is CC.CC.

---

(2)
This record from the OMol25 dataset describes a structure of composition C30H39BN13PTeYb. The level of theory is the ωB97M-V functional and the def2-TZVPD basis.

ORCA input file:
```
! RIJCOSX wB97M-V def2-TZVPD def2/J DEFGRID3
* xyz 1 2
Yb -0.326 -1.398 -0.086
C -0.424 3.114 -1.618
C -0.200 1.738 -1.879
N -0.777 0.925 -0.958
N -1.516 1.780 -0.117
C -1.306 3.107 -0.486
B -2.072 1.306 1.250
N -2.998 0.050 1.017
C -4.361 0.001 1.040
C -4.791 -1.291 0.655
C -3.580 -1.976 0.388
N -2.513 -1.109 0.552
N -0.982 1.014 2.283
C -0.711 1.620 3.513
C 0.547 1.109 3.952
C 0.909 0.162 2.983
N 0.041 0.115 1.949
H -0.040 3.869 -2.289
H 0.276 1.316 -2.740
H -1.790 3.954 -0.064
H -2.815 2.152 1.647
H -4.985 0.851 1.379
H -5.794 -1.565 0.531
H -3.355 -3.032 0.100
H -1.421 2.273 3.983
H 1.089 1.444 4.844
H 1.783 -0.444 2.948
N 3.860 -2.428 0.823
C 4.395 -1.210 0.385
C 3.327 -0.586 -0.219
N 2.184 -1.384 -0.152
C 2.566 -2.528 0.380
C 1.710 -3.635 0.744
N 0.336 -3.615 0.683
C -0.088 -4.949 0.949
C 1.013 -5.657 1.336
N 2.118 -4.849 1.258
H 4.419 -3.181 1.239
H 5.414 -0.879 0.582
H 3.283 0.427 -0.574
H -1.053 -5.333 0.778
H 1.008 -6.685 1.678
H 3.084 -5.121 1.447
C -4.088 -7.401 -6.721
C -3.607 -6.459 -5.710
C -4.369 -6.165 -4.563
C -4.011 -5.207 -3.627
C -5.026 -4.737 -2.587
C -2.736 -4.605 -3.746
Te -2.192 -2.922 -2.598
C -1.904 -4.928 -4.835
C -0.483 -4.381 -4.853
C -2.346 -5.864 -5.802
H -5.075 -7.111 -7.052
H -4.313 -8.426 -6.370
H -3.454 -7.404 -7.636
H -5.298 -6.715 -4.447
H -5.816 -5.467 -2.479
H -5.466 -3.731 -2.733
H -4.574 -4.722 -1.591
H -0.033 -4.493 -3.830
H -0.436 -3.290 -5.086
H 0.148 -4.987 -5.555
H -1.667 -6.101 -6.642
C 4.788 7.150 2.782
N 4.346 6.187 3.782
C 3.191 6.744 4.482
N 2.110 7.220 3.623
C 2.669 8.220 2.637
N 3.781 7.622 1.881
C 3.335 6.592 0.922
P 2.600 5.229 1.940
C 4.005 4.856 3.148
C 1.375 6.122 2.983
H 5.598 6.736 2.184
H 5.219 7.947 3.391
H 3.598 7.625 5.009
H 2.746 6.047 5.232
H 3.079 9.062 3.254
H 1.895 8.581 1.969
H 4.181 6.290 0.258
H 2.541 7.012 0.228
H 4.918 4.501 2.631
H 3.788 4.023 3.860
H 1.020 5.487 3.816
H 0.500 6.393 2.332
*
```

As for the HOMO-LUMO gap (spin up / spin down): 4.827 / 4.629 eV. For the total energy, the calculation gives -3671.17865 Ha. The max |F| comes out at 3.927 eV/Å. As for the HOMO energy (spin up / spin down): -0.31120 / -0.31113 hartree.

---

(3)
This record from the OMol25 dataset describes an isolated molecule of C4H8O2. The level of theory is the ωB97M-V functional and the def2-TZVPD basis.

ORCA input file:
```
! RIJCOSX wB97M-V def2-TZVPD def2/J DEFGRID3
* xyz 0 1
O -1.569 0.727 -1.565
C -1.690 0.808 -0.363
C -0.962 -0.134 0.645
C 0.171 -1.030 0.077
C 1.329 -0.131 -0.411
O 1.811 0.671 0.667
H -2.431 1.578 -0.003
H -1.742 -0.760 1.101
H -0.540 0.439 1.481
H 0.510 -1.765 0.843
H -0.195 -1.660 -0.752
H 2.151 -0.741 -0.813
H 0.957 0.517 -1.219
H 2.199 1.481 0.312
*
```

As for the HOMO-LUMO gap: 10.722 eV. For the total energy, the calculation gives -307.66403 Ha. The max |F| comes out at 0.927 eV/Å. As for the HOMO energy: -0.36078 hartree. The SMILES is O=CCCCO.

---

(4)
This record from the OMol25 dataset describes the ion C4H7N4 with charge +1. The level of theory is the ωB97M-V functional and the def2-TZVPD basis.

ORCA input file:
```
! RIJCOSX wB97M-V def2-TZVPD def2/J DEFGRID3
* xyz 1 1
H 1.915 -2.402 0.059
N 1.392 -1.520 0.326
C 1.665 -0.366 -0.007
C 0.539 0.586 0.401
C 0.817 1.900 -0.107
N 1.127 2.726 -0.787
C -0.922 -0.078 -0.063
N -1.150 -1.335 0.062
N -1.752 0.878 -0.361
H 2.386 0.151 -0.630
H 0.515 0.542 1.537
H -0.447 -1.798 0.585
H -1.955 -1.846 -0.268
H -1.358 1.816 -0.443
H -2.772 0.746 -0.303
*
```

As for the HOMO-LUMO gap: 11.007 eV. For the total energy, the calculation gives -375.34713 Ha. The max |F| comes out at 4.911 eV/Å. As for the HOMO energy: -0.54480 hartree. The SMILES is [H]/N=C/[C@@H](C#N)C(N)=[NH2+].

---

(5)
This record from the OMol25 dataset describes a structure of composition C10H16LuN2PSe. The level of theory is the ωB97M-V functional and the def2-TZVPD basis.

ORCA input file:
```
! RIJCOSX wB97M-V def2-TZVPD def2/J DEFGRID3
* xyz 0 1
C -1.906 2.426 -1.259
C -0.728 3.091 -1.779
C -0.170 2.270 -2.802
C -1.021 1.136 -3.010
C -2.085 1.192 -2.036
Lu -0.222 0.532 -0.087
P -2.198 0.498 1.701
H -2.686 2.886 -0.627
H -0.384 4.094 -1.540
H 0.766 2.462 -3.330
H -3.026 0.609 -2.097
H -0.936 0.428 -3.824
H -3.451 -0.138 1.370
H -2.620 1.799 2.179
H -1.800 -0.165 2.911
C 1.840 0.959 1.468
N 1.539 -0.472 1.369
C 1.616 -1.380 2.417
C 1.329 -2.599 1.897
N 1.139 -2.442 0.548
C 0.861 -3.512 -0.388
C 1.340 -1.161 0.175
Se 1.518 -0.550 -1.649
H 1.837 1.444 0.465
H 2.853 1.120 1.874
H 1.136 1.446 2.166
H 1.860 -1.073 3.419
H 1.241 -3.578 2.347
H 1.671 -4.253 -0.381
H -0.085 -3.995 -0.112
H 0.771 -3.075 -1.385
*
```

As for the HOMO-LUMO gap (spin up / spin down): 4.780 / 5.104 eV. For the total energy, the calculation gives -4478.26818 Ha. The max |F| comes out at 3.587 eV/Å. As for the HOMO energy (spin up / spin down): -0.16847 / -0.18146 hartree.

---

(6)
This record from the OMol25 dataset describes a structure of composition C30H36BClF4N7O5Y. The level of theory is the ωB97M-V functional and the def2-TZVPD basis.

ORCA input file:
```
! RIJCOSX wB97M-V def2-TZVPD def2/J DEFGRID3
* xyz 0 1
Y -0.034 -0.207 -0.297
C -1.771 4.587 2.061
O -2.890 4.638 2.949
C -4.016 3.923 2.739
C -5.015 4.139 3.697
C -6.210 3.457 3.656
C -6.463 2.524 2.652
C -5.492 2.312 1.697
C -4.277 3.001 1.723
N -3.352 2.683 0.681
C -2.651 1.553 0.667
N -2.461 0.896 1.849
C -2.384 -0.527 2.004
C -1.595 -1.354 1.219
C -1.757 -2.738 1.447
C -2.547 -3.242 2.464
C -3.224 -2.373 3.318
C -3.153 -1.016 3.081
O -3.791 -0.069 3.828
C -4.737 -0.488 4.794
N -2.025 1.113 -0.414
C -2.378 1.553 -1.711
C -1.227 1.807 -2.500
C -1.263 2.297 -3.790
C -2.473 2.692 -4.388
C -3.590 2.312 -3.704
C -3.557 1.793 -2.355
O -4.710 1.607 -1.664
C -5.774 2.524 -1.947
H -1.062 5.304 2.469
H -2.036 4.870 1.043
H -1.315 3.589 2.089
H -4.808 4.863 4.474
H -6.959 3.655 4.412
H -7.400 1.986 2.619
H -5.624 1.600 0.889
H -3.249 3.386 -0.100
H -2.943 1.335 2.624
H -1.262 -3.452 0.800
H -2.641 -4.311 2.612
H -3.812 -2.766 4.136
H -4.247 -1.014 5.617
H -5.494 -1.138 4.349
H -5.209 0.419 5.160
H 0.204 -0.033 -3.063
H 0.753 2.864 -3.842
H -2.535 3.172 -5.353
H -4.551 2.444 -4.176
H -6.480 2.427 -1.125
H -6.282 2.262 -2.877
H -5.386 3.543 -1.984
Cl -3.117 4.946 -1.216
C -0.051 3.679 -1.119
C -0.285 2.869 -2.119
O -0.072 3.288 -3.533
O -0.432 0.027 -2.344
H -0.367 3.388 -0.128
H 0.421 4.637 -1.271
F 2.102 -0.670 -1.766
B 2.593 0.665 -1.611
F 2.169 1.446 -2.679
F 3.927 0.698 -1.407
F 1.875 1.125 -0.393
C 3.146 -1.169 1.050
N 4.017 -2.031 1.836
C 3.912 -3.394 1.314
N 2.537 -3.896 1.380
C 1.689 -3.014 0.599
N 1.715 -1.607 1.096
C 1.325 -1.634 2.546
N 2.181 -2.500 3.337
C 3.561 -2.034 3.224
C 2.095 -3.852 2.778
H 3.483 -1.192 0.016
H 3.213 -0.145 1.419
H 4.555 -4.051 1.902
H 4.248 -3.407 0.276
H 0.665 -3.370 0.653
H 2.029 -3.013 -0.439
H 0.299 -1.979 2.622
H 1.387 -0.613 2.933
H 4.208 -2.689 3.811
H 3.630 -1.021 3.625
H 1.062 -4.197 2.838
H 2.726 -4.520 3.367
*
```

As for the HOMO-LUMO gap: 7.854 eV. For the total energy, the calculation gives -2847.26411 Ha. The max |F| comes out at 1.841 eV/Å. As for the HOMO energy: -0.28722 hartree.